1.
Entry from the OMol25 dataset: the ion C7H10ClN2O3S with charge +1 (the ωB97M-V functional and the def2-TZVPD basis).

```
24
Properties=species:S:1:pos:R:3:forces:R:3:lowdin_charge:R:1
C -0.928 -0.485 1.869 2.5 -2.2 -0.3 0.023
C -0.542 -1.124 3.070 -2.4 2.4 1.3 -0.058
C 0.613 -2.087 0.735 0.0 0.4 -2.3 -0.096
C -0.350 -1.029 0.685 0.6 0.0 1.6 -0.300
C 0.329 -2.175 2.991 1.7 -0.2 -1.1 -0.744
C 1.588 1.250 -0.974 -1.9 -0.5 0.0 0.051
C -0.282 1.443 -2.694 1.2 -2.6 -1.3 -0.004
N 0.974 -2.593 1.870 -0.7 -0.4 0.7 0.075
N 0.134 1.328 -1.259 -1.0 -1.8 -0.5 -0.379
O -2.210 0.235 -0.595 2.6 -0.7 -0.3 -0.246
O -0.579 -1.180 -1.872 0.6 -0.5 -0.6 -0.238
O -0.452 2.218 -0.379 -1.6 1.7 -1.5 0.005
S -0.873 -0.349 -0.767 -3.1 0.9 -0.5 0.802
Cl 0.895 -2.902 4.387 0.1 -0.5 0.9 0.822
H -1.462 0.401 1.681 -1.1 0.8 0.8 0.102
H -0.927 -0.763 4.126 0.8 -0.8 -2.5 0.169
H 1.090 -2.505 -0.239 -0.9 0.8 1.8 0.168
H 1.554 1.225 0.072 0.6 -0.5 1.8 0.084
H 1.884 0.299 -1.394 0.8 0.2 -0.3 0.117
H 2.068 2.170 -1.200 0.6 0.5 -1.0 0.115
H -1.243 0.983 -2.835 -0.9 0.5 0.4 0.078
H -0.259 2.442 -3.044 0.3 1.0 -0.2 0.102
H 0.289 0.669 -3.392 -0.3 2.0 1.8 0.168
H -1.311 2.529 -0.842 1.7 -0.7 1.2 0.183
```
Forces are in eV/Å.

Results
HOMO-LUMO gap (eV): 8.78
E_LUMO (Ha): -0.17839
Total charge: +1

=====

2.
Entry from the OMol25 dataset: an isolated molecule of C6H5N (the ωB97M-V functional and the def2-TZVPD basis).

```
12
Properties=species:S:1:pos:R:3:forces:R:3:lowdin_charge:R:1
C 1.647 -1.671 -1.472 -0.2 0.2 0.1 0.126
C 0.856 -0.767 -1.330 0.1 -0.1 -0.1 -0.109
C -0.066 0.294 -1.148 0.6 -0.4 -0.6 -0.173
N -1.306 0.116 -0.626 -0.1 0.0 0.0 -0.042
C -1.178 0.908 0.494 -0.4 0.2 0.6 -0.157
C -0.239 0.640 1.525 0.1 0.0 0.2 -0.161
C 0.503 0.432 2.459 -0.2 0.0 -0.3 0.102
H 2.352 -2.465 -1.585 -0.1 0.1 0.0 0.028
H 0.183 1.286 -1.504 0.0 -0.1 0.1 0.114
H -1.905 -0.692 -0.753 0.1 0.1 0.1 0.148
H -1.940 1.663 0.686 0.1 -0.1 0.0 0.107
H 1.141 0.210 3.286 -0.1 0.1 -0.2 0.019
```
Forces are in eV/Å.

Results
HOMO-LUMO gap (alpha / beta) (eV): 7.13 / 7.53
E_LUMO (alpha / beta) (Ha): -0.01353 / -0.00785
Total charge: 0

=====

Q: Among the records above, which one has the lowest total charge?
A: C6H5N